# 1
# C38H54AsCrN4O5P2

A molecular structure, C38H54AsCrN4O5P2 (ωB97M-V/def2-TZVPD, the Open Molecules 2025 dataset).

Last column: Mulliken charge in e.
Geometry (Å):
Cr: 1.909 0.503 -0.373  0.946
C: 1.594 -0.428 -3.299  -0.556
C: 3.099 -0.232 -3.314  -1.490
N: 3.525 0.688 -2.257  -0.189
C: 4.808 0.334 -1.647  -1.183
C: 4.681 -0.798 -0.596  -0.418
N: 3.293 -1.162 -0.205  -0.100
C: 2.766 -2.356 -0.912  -1.123
C: 1.363 -2.159 -1.502  -0.143
N: 1.096 -0.775 -1.953  1.206
H: 1.310 -1.197 -4.026  0.527
H: 1.099 0.504 -3.577  0.203
H: 3.403 0.112 -4.307  0.568
H: 3.601 -1.186 -3.155  0.369
H: 3.564 1.636 -2.609  0.394
H: 5.174 1.223 -1.142  0.533
H: 5.537 0.033 -2.407  0.332
H: 5.179 -0.475 0.316  -0.029
H: 5.193 -1.699 -0.943  0.720
H: 3.334 -1.329 0.797  -0.136
H: 2.727 -3.210 -0.232  0.544
H: 3.467 -2.624 -1.702  0.421
H: 0.619 -2.382 -0.738  -0.119
H: 1.216 -2.872 -2.321  0.523
H: 0.087 -0.650 -1.975  -1.062
N: 4.386 -0.913 2.810  -0.462
C: 5.081 0.340 3.166  -1.011
C: 4.126 1.532 3.062  -0.730
C: 3.659 1.665 1.626  0.106
O: 4.412 2.109 0.759  -0.734
O: 2.472 1.225 1.386  0.912
H: 3.644 -1.062 3.484  0.183
H: 5.022 -1.693 2.933  0.225
H: 5.898 0.490 2.457  0.396
H: 5.513 0.303 4.170  0.448
H: 4.664 2.438 3.343  0.505
H: 3.274 1.391 3.728  0.259
C: -2.025 -0.442 0.146  -0.696
C: -2.649 0.887 -0.246  -0.602
As: -4.356 0.743 -1.229  0.121
C: -5.137 -0.592 -0.041  0.056
C: -5.783 -0.087 1.084  -0.432
C: -6.254 -0.941 2.073  -0.708
C: -6.103 -2.312 1.931  -0.499
C: -5.479 -2.825 0.801  -0.651
C: -4.991 -1.970 -0.177  0.150
C: -3.730 -0.367 -2.713  0.102
C: -4.621 -1.204 -3.380  -0.370
C: -4.220 -1.924 -4.497  -0.631
C: -2.924 -1.805 -4.976  -0.768
C: -2.033 -0.956 -4.336  -0.764
C: -2.433 -0.242 -3.213  0.717
P: -0.453 -0.217 1.059  0.421
C: -0.111 -1.904 1.682  0.365
C: -0.888 -3.031 1.438  -0.178
C: -0.486 -4.275 1.915  -0.688
C: 0.690 -4.402 2.636  -0.830
C: 1.477 -3.281 2.881  -0.320
C: 1.080 -2.046 2.399  -0.469
C: -1.038 0.640 2.560  0.469
C: -2.132 0.158 3.280  -0.584
C: -2.610 0.860 4.373  -0.822
C: -1.990 2.043 4.762  -0.599
C: -0.896 2.519 4.058  -1.098
C: -0.420 1.822 2.953  0.000
H: -1.817 -1.048 -0.743  1.121
H: -2.728 -1.012 0.757  0.242
H: -1.979 1.482 -0.869  -0.927
H: -2.859 1.481 0.647  0.788
H: -5.918 0.984 1.194  0.416
H: -6.748 -0.536 2.946  0.452
H: -6.479 -2.981 2.694  0.413
H: -5.370 -3.895 0.682  0.443
H: -4.488 -2.383 -1.042  0.356
H: -5.641 -1.300 -3.024  0.500
H: -4.925 -2.575 -4.997  0.406
H: -2.615 -2.360 -5.852  0.421
H: -1.026 -0.841 -4.719  0.454
H: -1.723 0.426 -2.734  -0.018
H: -1.812 -2.955 0.878  0.375
H: -1.102 -5.145 1.725  0.465
H: 0.995 -5.371 3.007  0.409
H: 2.397 -3.379 3.444  0.416
H: 1.689 -1.163 2.565  -0.196
H: -2.613 -0.770 2.991  0.347
H: -3.462 0.486 4.925  0.458
H: -2.363 2.590 5.618  0.421
H: -0.409 3.434 4.371  0.478
H: 0.436 2.181 2.397  0.420
C: 2.624 4.453 -0.984  -0.313
O: 1.613 3.811 -1.791  -0.374
P: 0.792 2.584 -1.162  0.815
O: -0.179 2.254 -2.402  0.144
C: -0.876 3.214 -3.219  -1.018
O: -0.099 3.252 -0.013  0.227
C: -0.869 4.457 -0.155  -0.915
H: 2.150 5.086 -0.233  0.232
H: 3.211 5.071 -1.657  0.276
H: 3.262 3.714 -0.494  -0.020
H: -1.837 3.450 -2.763  0.270
H: -1.040 2.747 -4.186  0.288
H: -0.281 4.117 -3.346  0.360
H: -0.845 4.967 0.805  0.241
H: -1.897 4.198 -0.404  0.237
H: -0.449 5.104 -0.923  0.363

HOMO energy (spin up / spin down)	-9.41 / -10.47	eV
gap between HOMO and LUMO (spin up / spin down)	0.2863 / 0.3251	Ha
LUMO energy (spin up / spin down)	-0.059 / -0.060	hartree
multiplicity	5
relative energy (zero: lowest compared OMol25 entry of this formula, charge and spin)	0.0	kcal per mole
net charge	+1
energy	-6038.5394	Ha

# 2
# C24H21BrMnN6O4

A molecular structure, C24H21BrMnN6O4 at a distorted geometry (ωB97M-V/def2-TZVPD, the Open Molecules 2025 dataset).

Last column: Mulliken charge in e.
Geometry (Å):
Mn: -0.329 0.065 0.752  -0.736
O: -3.231 3.980 -1.478  -0.598
C: -2.253 3.743 -2.341  0.436
C: -2.185 4.580 -3.462  -0.671
C: -1.206 4.408 -4.411  -0.375
C: -0.255 3.387 -4.290  -0.889
C: -0.296 2.557 -3.201  -0.529
C: -1.279 2.711 -2.206  0.134
C: -1.257 1.821 -1.075  1.183
O: -0.295 0.950 -0.919  -0.621
N: -2.213 1.882 -0.148  -1.359
N: -1.983 0.979 0.809  1.535
C: -2.702 0.899 1.882  -0.122
C: -2.235 -0.063 2.850  0.577
C: -2.889 -0.348 4.037  -1.039
C: -2.334 -1.277 4.904  -0.276
C: -1.142 -1.892 4.553  -0.943
C: -0.544 -1.565 3.349  0.133
N: -1.070 -0.673 2.510  0.383
H: -3.220 3.342 -0.749  0.505
H: -2.933 5.356 -3.547  0.477
H: -1.173 5.074 -5.263  0.409
H: 0.504 3.253 -5.048  0.446
H: 0.428 1.760 -3.092  0.451
H: -3.558 1.542 2.038  0.532
H: -3.819 0.157 4.263  0.514
H: -2.826 -1.515 5.837  0.461
H: -0.673 -2.617 5.204  0.450
H: 0.388 -2.028 3.053  0.496
C: 1.555 -4.835 0.121  -1.597
C: 0.402 -3.963 -0.263  -0.016
C: -0.559 -4.347 -1.196  -0.343
C: -1.561 -3.463 -1.552  -0.781
C: -1.579 -2.203 -0.986  0.375
Br: -2.962 -1.029 -1.489  -0.016
N: -0.671 -1.803 -0.082  0.386
C: 0.283 -2.693 0.266  -0.227
H: 1.284 -5.889 0.114  0.476
H: 1.949 -4.576 1.102  0.393
H: 2.364 -4.693 -0.600  0.302
H: -0.524 -5.334 -1.640  0.493
H: -2.324 -3.734 -2.266  0.469
H: 1.020 -2.360 0.982  0.662
C: 5.015 0.063 -0.869  -1.064
N: 3.829 0.470 -0.104  0.024
C: 3.800 1.670 0.508  -0.009
C: 2.713 2.132 1.191  -1.278
C: 1.612 1.270 1.219  1.237
O: 0.424 1.534 1.669  -0.454
N: 1.663 0.026 0.697  0.062
C: 2.751 -0.431 -0.019  0.430
O: 2.799 -1.536 -0.504  -0.629
H: 5.874 -0.038 -0.207  0.378
H: 5.232 0.807 -1.633  0.381
H: 4.814 -0.892 -1.338  0.319
H: 4.695 2.271 0.412  0.512
H: 2.681 3.105 1.654  0.547

HOMO energy (spin up / spin down)	-13.38 / -13.38	eV
gap between HOMO and LUMO (spin up / spin down)	0.1876 / 0.1869	Ha
LUMO energy (spin up / spin down)	-0.304 / -0.305	hartree
multiplicity	4
net charge	+2
energy	-5281.2033	Ha

# 3
# CH2N2O2S

2 unconnected molecules or ions with the total composition CH2N2O2S at a distorted geometry (ωB97M-V/def2-TZVPD, the Open Molecules 2025 dataset).

Last column: Mulliken charge in e.
Geometry (Å):
C: -0.979 0.031 0.525  0.366
N: -1.266 0.982 -0.310  -0.445
N: -1.478 -0.742 1.222  -0.420
O: 1.185 -0.789 -1.004  -0.369
O: 2.203 -1.704 0.753  -0.208
S: 2.427 -0.927 -0.376  0.544
H: -0.521 1.303 -0.898  0.268
H: -1.571 1.846 0.087  0.265

HOMO energy (spin up / spin down)	-8.51 / -10.09	eV
gap between HOMO and LUMO (spin up / spin down)	0.3298 / 0.1892	Ha
LUMO energy (spin up / spin down)	0.017 / -0.182	hartree
multiplicity	3
relative energy (zero: lowest compared OMol25 entry of this formula, charge and spin)	53.5	kcal per mole
net charge	0
energy	-697.2703	Ha

# 4
# CH10NO3

4 unconnected molecules or ions with the total composition CH10NO3 (ωB97M-V/def2-TZVPD, the Open Molecules 2025 dataset).

Last column: Mulliken charge in e.
Geometry (Å):
C: 1.873 -0.941 0.298  -0.040
N: 0.636 -0.685 0.347  0.003
H: 2.648 -0.194 0.416  0.298
H: 2.137 -1.980 0.136  0.255
H: -0.029 -1.445 0.112  0.228
H: 0.144 0.221 0.379  0.310
H: -2.392 0.141 -0.111  0.311
H: -1.715 1.234 -0.967  0.324
O: -1.538 0.539 -0.324  -0.647
H: 1.786 4.210 -0.090  0.322
H: 0.395 3.880 0.237  0.316
O: 1.215 3.437 -0.006  -0.632
H: -2.074 -2.500 -0.780  0.307
H: -1.692 -3.323 0.456  0.321
O: -1.395 -2.594 -0.102  -0.676

HOMO energy	-14.63	eV
gap between HOMO and LUMO	0.3779	Ha
LUMO energy	-0.160	hartree
relative energy (zero: lowest compared OMol25 entry of this formula, charge and spin)	1.4	kcal per mole
net charge	+1
energy	-324.3165	Ha

# 5
# CH9N2

2 unconnected molecules or ions with the total composition CH9N2 at a distorted geometry (ωB97M-V/def2-TZVPD, the Open Molecules 2025 dataset).

Last column: Mulliken charge in e.
Geometry (Å):
N: 0.602 1.601 0.845  -0.888
H: 1.286 2.173 1.303  0.245
H: 0.187 0.956 1.504  0.271
H: 0.391 0.459 -0.255  0.401
H: -0.155 2.233 0.579  0.284
C: -0.618 -1.463 -0.176  -0.757
N: 0.051 -0.349 -0.931  -0.326
H: 0.159 -1.781 0.512  0.356
H: -1.344 -0.972 0.469  0.311
H: -1.074 -2.230 -0.785  0.328
H: -0.417 0.048 -1.740  0.367
H: 0.930 -0.673 -1.326  0.408

HOMO energy	-15.96	eV
gap between HOMO and LUMO	0.4595	Ha
LUMO energy	-0.127	hartree
relative energy (zero: lowest compared OMol25 entry of this formula, charge and spin)	10.2	kcal per mole
net charge	+1
energy	-152.7601	Ha

Q: The lowest energy belongs to which entry?
A: C38H54AsCrN4O5P2